Record 1
{"formula": "C4H6N2O2", "method": "wB97M-V/def2-TZVPD", "lumo_ev": -1.1, "e_tot_ha": -415.90304, "homo_energy_ev": -9.70, "relative_energy_kcal_mol": 86.3, "gap_ev": 8.6, "smiles": "NC(=O)/C=C\\C(N)=O", "symbols": ["N", "C", "O", "C", "C", "C", "N", "O", "H", "H", "H", "H", "H", "H"], "coordinates": [[-1.733, 1.353, 0.177], [-1.997, -0.022, 0.104], [-3.258, -0.298, -0.215], [-0.929, -0.951, 0.084], [0.440, -0.751, -0.251], [1.363, 0.278, -0.198], [2.716, -0.142, 0.006], [1.031, 1.401, -0.112], [-2.820, 1.778, -0.206], [-0.990, 1.980, -0.270], [-1.200, -2.044, 0.497], [0.870, -1.810, -0.137], [3.641, 0.353, 0.472], [2.865, -1.126, 0.050]], "atomic_forces_ev_per_a": [[-4.3268, 2.2105, -2.2632], [-5.6369, 3.4141, -3.2252], [5.4320, -0.1642, 2.0921], [3.8455, -2.7209, 0.7806], [-4.8331, -7.2882, 1.7404], [4.1870, 0.3949, 1.2618], [2.0597, 1.0303, 0.9509], [-0.4860, 3.9778, -0.2919], [4.2339, -1.4771, 1.8142], [-0.7047, -2.2995, 1.1732], [0.5084, 2.5893, -1.5964], [-0.1314, 1.7196, -0.5343], [-4.0419, -0.8547, -1.7934], [-0.1056, -0.5319, -0.1087]], "lowdin_charge": [0.09, -0.49, -0.06, 0.01, -0.01, -0.59, 0.11, 0.09, 0.21, 0.11, 0.17, 0.12, 0.19, 0.05]}

Record 2
{"formula": "C4H11N3O2", "method": "wB97M-V/def2-TZVPD", "lumo_ev": 0.6, "e_tot_ha": -473.74251, "homo_energy_ev": -9.08, "relative_energy_kcal_mol": 37.8, "gap_ev": 9.7, "smiles": "[H]/N=C(/N)NC.CC(=O)O", "symbols": ["H", "N", "C", "N", "N", "C", "H", "H", "H", "H", "H", "H", "C", "C", "O", "O", "H", "H", "H", "H"], "coordinates": [[-2.064, 0.599, 0.657], [-1.143, 0.211, 0.435], [-1.001, 0.347, -0.827], [0.161, -0.010, -1.572], [-2.049, 0.793, -1.660], [-2.028, 0.793, -3.101], [1.003, 0.209, -1.041], [0.143, -1.024, -1.669], [-2.944, 0.479, -1.336], [-0.969, 0.736, -3.458], [-2.324, 1.763, -3.539], [-2.446, -0.012, -3.703], [2.046, 0.071, 3.241], [2.269, -0.987, 2.243], [3.296, -1.413, 1.779], [1.079, -1.404, 1.752], [2.088, -0.210, 4.325], [1.084, 0.566, 3.031], [2.818, 0.805, 3.099], [0.982, -2.312, 1.342]], "atomic_forces_ev_per_a": [[0.1645, -0.1312, 0.3059], [0.1063, 0.5613, -0.6665], [-0.8045, -0.3561, -0.6727], [0.3762, 0.0337, 0.7505], [-0.2321, -0.7171, -0.1693], [2.5982, 1.0541, -1.7472], [-0.2922, -0.1292, 0.0684], [0.0833, 0.1410, -0.2320], [-0.2355, 0.2284, 0.5186], [-0.6192, 0.1074, 0.6564], [-0.4689, -0.3711, 0.4209], [-0.7924, -0.3226, 0.7169], [-0.3338, 1.2228, 1.0681], [-0.2338, -1.8085, -1.5667], [0.3143, 0.3137, 0.7342], [-1.4195, -1.1833, 0.1797], [-0.1047, -0.2711, -1.1366], [0.3047, -0.3592, 0.2142], [0.4743, 0.3796, 0.0370], [1.1150, 1.6074, 0.5203]], "lowdin_charge": [0.05, 0.11, -0.54, 0.08, -0.03, -0.14, 0.08, 0.09, 0.11, 0.08, 0.08, 0.07, 0.00, -0.59, 0.09, 0.03, 0.11, 0.09, 0.08, 0.15]}

Record 3
{"formula": "C35H40N3RbS3", "method": "wB97M-V/def2-TZVPD", "lumo_ev": -0.1, "e_tot_ha": -2740.53212, "homo_energy_ev": -6.20, "relative_energy_kcal_mol": 4.8, "gap_ev": 6.1, "symbols": ["Rb", "C", "C", "C", "C", "C", "C", "C", "C", "N", "C", "C", "C", "C", "N", "C", "C", "C", "C", "C", "C", "C", "C", "H", "H", "H", "H", "H", "H", "H", "H", "H", "H", "H", "H", "H", "H", "H", "H", "H", "H", "H", "H", "H", "H", "H", "H", "C", "C", "S", "C", "C", "S", "C", "C", "S", "H", "H", "H", "H", "H", "H", "H", "H", "H", "H", "H", "H", "N", "C", "C", "C", "C", "C", "C", "C", "C", "C", "H", "H", "H", "H"], "coordinates": [[0.156, 0.768, 0.089], [3.593, 0.846, -0.571], [3.488, -0.662, -0.551], [3.890, -1.368, -1.684], [3.847, -2.749, -1.713], [3.415, -3.446, -0.594], [3.017, -2.775, 0.553], [2.604, -3.528, 1.786], [3.036, -1.368, 0.569], [2.613, -0.684, 1.738], [3.499, -0.435, 2.767], [4.947, -0.215, 2.454], [1.399, -0.417, 3.689], [0.483, -0.900, 4.792], [0.952, 0.631, 2.745], [-0.237, 1.344, 2.948], [-0.032, 2.721, 3.234], [1.357, 3.316, 3.275], [-1.107, 3.560, 3.488], [-2.407, 3.082, 3.457], [-2.618, 1.749, 3.164], [-1.568, 0.867, 2.908], [-1.961, -0.566, 2.622], [4.638, 1.144, -0.673], [3.208, 1.282, 0.350], [3.057, 1.254, -1.432], [4.241, -0.821, -2.553], [4.164, -3.281, -2.602], [3.395, -4.529, -0.613], [2.538, -4.597, 1.587], [1.644, -3.161, 2.150], [3.333, -3.367, 2.585], [5.057, 0.667, 1.818], [5.371, -1.068, 1.919], [5.518, -0.048, 3.362], [1.074, -1.425, 5.542], [-0.258, -1.595, 4.400], [-0.047, -0.082, 5.288], [1.427, 4.157, 2.581], [2.110, 2.578, 3.015], [1.586, 3.698, 4.272], [-0.921, 4.602, 3.725], [-3.240, 3.742, 3.660], [-3.631, 1.360, 3.143], [-2.371, -1.026, 3.524], [-1.118, -1.166, 2.282], [-2.754, -0.583, 1.868], [-1.687, -0.330, -4.892], [-0.711, -1.321, -4.261], [-0.618, -1.316, -2.454], [-2.249, -1.920, -1.940], [-3.385, -0.892, -1.927], [-2.869, 0.680, -1.169], [-3.502, 1.947, -2.307], [-3.236, 1.782, -3.801], [-1.521, 1.387, -4.280], [-2.715, -0.648, -4.731], [-1.512, -0.302, -5.968], [0.312, -1.098, -4.566], [-0.950, -2.334, -4.588], [-2.072, -2.286, -0.928], [-2.515, -2.767, -2.572], [-4.220, -1.287, -1.349], [-3.741, -0.676, -2.931], [-3.026, 2.855, -1.936], [-4.577, 2.042, -2.150], [-3.477, 2.728, -4.286], [-3.884, 1.025, -4.240], [5.433, 1.285, 10.101], [5.024, 1.005, 9.062], [4.497, 0.665, 7.781], [3.314, 1.263, 7.337], [2.794, 0.939, 6.102], [3.432, 0.018, 5.257], [4.600, -0.597, 5.735], [5.132, -0.273, 6.966], [2.859, -0.297, 3.958], [1.204, -0.774, 2.231], [2.823, 1.988, 7.973], [1.881, 1.414, 5.763], [5.066, -1.372, 5.142], [6.033, -0.756, 7.323]], "atomic_forces_ev_per_a": [[0.2666, 0.0538, -0.3745], [-0.0654, -0.1887, 0.0366], [-0.0343, 0.0826, 0.0755], [-0.0274, -0.0647, -0.0696], [0.0166, 0.0685, -0.0238], [-0.0290, -0.0091, -0.0519], [-0.0548, -0.0049, 0.0364], [0.0240, 0.0255, -0.0047], [-0.0264, -0.1676, -0.2353], [-0.2333, 0.0931, 0.0459], [0.1410, 0.1389, 0.2824], [-0.1216, -0.1014, 0.0709], [0.0970, -0.1054, 0.1568], [-0.0429, 0.0371, -0.1221], [0.2223, 0.2230, 0.1106], [-0.4766, 0.2329, 0.3733], [0.0900, 0.0071, -0.0153], [0.0023, -0.0008, -0.0004], [-0.0541, -0.0599, -0.0275], [-0.0234, -0.0030, 0.0129], [-0.0288, 0.0814, -0.0198], [0.0562, -0.0652, -0.0125], [0.1410, 0.0318, -0.0653], [-0.0168, 0.0719, -0.0020], [-0.0324, 0.0358, 0.0188], [0.0189, 0.0648, 0.0121], [0.0081, 0.0140, 0.0204], [-0.0149, -0.0179, 0.0138], [-0.0064, 0.0014, 0.0498], [0.0236, 0.0000, -0.0118], [0.0031, -0.0086, 0.0091], [-0.0409, -0.0073, 0.0252], [0.0221, -0.0338, -0.0410], [0.0256, 0.0142, -0.0051], [0.0445, 0.0188, 0.0200], [-0.0243, -0.0029, 0.0360], [0.0068, 0.0101, 0.0259], [0.0288, 0.0027, 0.0198], [0.0100, 0.0290, 0.0485], [-0.0179, -0.0224, 0.0057], [-0.0159, 0.0201, -0.0006], [0.0278, 0.0009, -0.0333], [-0.0050, -0.0231, 0.0006], [0.0049, -0.0106, -0.0315], [0.0016, -0.0240, -0.0132], [0.0024, 0.0062, 0.0138], [0.0082, -0.0240, -0.0192], [0.1312, 0.2117, 0.0657], [-0.1035, 0.1708, 0.3060], [0.0653, -0.4112, -0.1085], [0.2347, 0.2575, -0.1356], [0.0837, 0.2304, 0.0968], [-0.3839, 0.0385, -0.0529], [0.0298, -0.2278, 0.1588], [0.3010, -0.0278, 0.0034], [-0.1581, -0.0860, -0.0366], [0.0081, -0.0074, -0.0372], [-0.0510, -0.0900, -0.0193], [0.0013, -0.0344, -0.0561], [0.0464, 0.0062, -0.1011], [-0.0653, -0.0879, -0.0050], [-0.0490, -0.0853, 0.1046], [-0.0400, -0.0559, -0.0755], [-0.0004, -0.0614, 0.0258], [-0.0548, 0.0484, -0.0234], [-0.0066, 0.1197, -0.0346], [-0.0986, -0.0231, -0.0139], [-0.0378, 0.0263, -0.0174], [-0.0021, -0.0191, -0.0740], [0.1519, 0.0611, 0.3436], [-0.2631, -0.0667, -0.4484], [0.1445, 0.0077, 0.1440], [-0.0174, -0.0300, -0.1239], [0.1590, 0.0315, 0.2258], [-0.1399, 0.0314, -0.0739], [0.0731, 0.0754, 0.2158], [-0.0258, -0.2109, -0.4680], [0.1768, -0.2043, -0.0221], [-0.0468, -0.0098, -0.0243], [0.0121, 0.0110, -0.0090], [0.0325, 0.0130, -0.0364], [-0.0077, -0.0222, -0.0336]], "lowdin_charge": [0.83, -0.06, -0.22, -0.06, -0.08, -0.05, -0.19, -0.02, -0.18, -0.04, -0.22, 0.02, -0.37, 0.00, -0.10, -0.28, -0.20, -0.04, -0.06, -0.09, -0.06, -0.24, -0.07, 0.09, 0.06, 0.07, 0.11, 0.10, 0.11, 0.08, 0.07, 0.09, 0.08, 0.09, 0.07, 0.09, 0.07, 0.09, 0.08, 0.06, 0.08, 0.11, 0.10, 0.11, 0.09, 0.04, 0.06, -0.52, -0.53, 0.77, -0.51, -0.50, 0.77, -0.52, -0.53, 0.86, 0.06, 0.07, 0.07, 0.08, 0.07, 0.09, 0.08, 0.05, 0.07, 0.08, 0.07, 0.06, 0.14, -0.20, -0.25, -0.02, -0.01, -0.16, -0.02, -0.03, -0.09, -0.21, 0.12, 0.11, 0.11, 0.12]}